A 8-piece molecular cluster, C61H126F9N5O8S2 overall at a distorted geometry. Source: OMol25; level of theory: wB97M-V/def2-TZVPD.

The geometry in XYZ format:
```
211
Properties=species:S:1:pos:R:3:forces:R:3:mulliken_charge:R:1
C 0.749 5.179 -1.237 0.3 -1.3 -0.6 -0.59
C 2.134 5.118 -0.674 0.8 0.5 0.5 -0.86
C 2.116 4.397 0.709 0.8 1.3 -0.4 0.72
C 3.477 4.480 1.422 0.4 -1.8 -0.8 -1.50
N 3.664 3.624 2.681 1.2 0.8 1.5 0.32
C 3.504 2.084 2.540 -1.2 0.8 0.6 -0.07
C 4.074 1.523 3.841 1.0 -0.1 0.3 0.08
C 5.272 2.425 4.155 1.2 1.6 -1.2 -0.92
C 5.185 3.675 3.122 -1.1 -1.8 0.8 -0.51
C 2.730 4.142 3.815 0.3 1.5 -1.3 -0.54
C 2.766 5.707 4.006 -0.6 0.0 0.0 -0.33
C 1.685 6.180 5.014 0.2 -0.9 0.2 -1.37
H 0.557 4.129 -1.460 -0.9 0.1 -0.2 -0.29
H 0.819 5.730 -2.175 -0.6 0.2 0.1 0.49
H 0.038 5.562 -0.505 -0.1 0.2 -0.4 0.33
H 2.447 6.161 -0.717 0.7 0.1 1.0 0.45
H 2.806 4.610 -1.366 0.0 -0.2 0.0 0.33
H 1.863 3.360 0.489 -0.3 0.0 0.4 -0.40
H 1.354 4.956 1.252 -0.2 -0.6 0.4 0.33
H 3.858 5.491 1.564 -0.3 -0.1 0.4 0.37
H 4.200 3.969 0.786 0.1 0.3 -0.5 0.64
H 2.449 1.873 2.363 -0.1 -0.1 0.0 -0.13
H 4.058 1.690 1.688 0.1 0.5 -0.1 0.18
H 3.480 1.469 4.753 -0.8 0.2 -0.5 -0.15
H 4.445 0.509 3.689 -0.2 0.0 -0.2 0.29
H 5.390 2.727 5.195 -0.6 0.3 -0.1 0.33
H 6.230 1.940 3.971 -0.1 -0.1 -0.3 0.38
H 5.561 4.624 3.504 -0.7 0.1 0.1 0.45
H 5.718 3.462 2.196 0.1 -0.1 0.1 0.46
H 2.957 3.645 4.758 0.0 -0.1 -0.3 0.71
H 1.746 3.895 3.417 -0.1 -0.2 0.5 0.12
H 2.487 6.282 3.123 0.0 -0.6 -0.6 0.24
H 3.758 6.099 4.228 0.1 -0.3 0.5 0.31
H 1.528 7.258 4.989 0.3 -0.1 0.1 0.40
H 1.867 5.840 6.033 0.3 0.3 0.1 0.36
H 0.726 5.721 4.776 -0.1 0.0 -0.3 0.31
C -2.251 5.097 -9.548 0.4 -1.5 -1.1 -1.27
C -3.133 5.334 -8.355 0.6 -0.5 1.0 -0.39
C -3.087 4.195 -7.276 0.4 0.4 0.0 -0.58
C -1.650 3.779 -6.855 -1.9 -0.5 0.2 -0.71
N -1.719 2.573 -5.859 -0.5 -1.9 -0.4 0.62
C -0.316 2.153 -5.558 1.3 1.3 1.5 0.17
C 0.255 1.360 -6.690 0.8 0.6 -0.6 -0.82
C -0.918 0.700 -7.332 -1.5 -0.5 -0.8 -0.68
C -2.177 1.274 -6.652 -0.3 0.5 0.4 0.00
C -2.530 2.725 -4.528 -0.6 1.9 -0.7 0.55
C -2.324 4.064 -3.744 1.7 0.0 0.9 -0.43
C -3.092 4.127 -2.399 -0.8 -0.2 -1.0 -1.16
H -2.477 4.056 -9.780 -0.1 -0.3 -0.7 0.34
H -1.162 5.059 -9.524 0.1 0.6 0.9 0.30
H -2.479 5.662 -10.452 -0.3 0.2 0.3 0.36
H -4.137 5.282 -8.777 -0.2 0.7 0.5 0.32
H -2.883 6.247 -7.815 -0.5 0.3 -0.3 0.35
H -3.662 3.332 -7.611 0.3 -0.1 -0.3 0.38
H -3.658 4.550 -6.418 0.2 0.1 0.2 0.16
H -1.091 4.616 -6.436 0.0 -0.2 0.3 0.35
H -1.138 3.421 -7.749 0.2 -0.2 0.3 0.43
H -0.042 1.484 -4.742 -1.8 0.1 0.9 -0.89
H 0.068 3.117 -5.225 1.2 -0.1 -0.5 0.88
H 0.880 0.543 -6.330 0.6 0.6 0.0 0.28
H 0.730 2.013 -7.423 0.5 -0.3 0.1 0.37
H -0.953 -0.383 -7.214 0.2 0.0 0.2 0.30
H -0.806 0.838 -8.407 -0.8 0.2 0.0 0.32
H -2.536 0.613 -5.864 0.2 -0.1 0.0 -0.32
H -3.047 1.457 -7.282 0.3 0.3 0.0 0.71
H -2.353 1.837 -3.921 0.3 0.2 -0.2 -0.71
H -3.592 2.778 -4.769 0.1 -0.5 -0.5 0.51
H -2.521 4.980 -4.301 -0.4 -0.3 -0.5 0.34
H -1.275 4.180 -3.473 0.4 -0.2 -0.1 0.10
H -2.901 4.955 -1.716 0.9 0.1 -0.4 0.47
H -2.966 3.195 -1.850 -0.3 0.0 0.0 -0.12
H -4.125 4.338 -2.677 -0.4 -0.7 0.3 0.49
C 0.856 1.981 8.503 0.8 0.7 -0.3 -1.27
C 0.458 1.082 7.348 0.2 -0.9 0.4 -0.24
C -0.917 1.377 6.757 -0.2 -1.5 -1.1 -0.62
C -1.221 0.283 5.624 -0.2 0.6 0.6 -1.00
N -2.697 0.151 5.112 1.9 -0.4 -0.4 0.56
C -2.644 -0.836 3.888 -1.2 0.5 0.6 -0.32
C -2.823 -2.244 4.506 -0.2 0.8 -0.7 0.27
C -3.831 -2.034 5.627 0.8 1.9 0.6 -0.94
C -3.548 -0.556 6.157 -0.4 -0.7 -0.3 -0.64
C -3.150 1.575 4.713 0.7 -1.1 0.4 -1.05
C -2.262 2.142 3.604 -1.1 1.6 0.1 1.48
C -2.855 3.538 3.217 -0.4 -0.6 -0.3 -1.62
H 0.011 2.401 9.049 0.0 -0.1 0.0 0.36
H 1.472 2.794 8.120 -0.3 0.4 0.1 0.23
H 1.538 1.482 9.192 -0.3 -0.2 0.1 0.38
H 0.526 0.065 7.736 -0.7 -0.3 0.0 0.35
H 1.237 1.035 6.588 0.0 0.5 -0.3 0.03
H -0.935 2.385 6.343 -0.1 0.0 -0.1 0.35
H -1.659 1.326 7.554 -0.1 0.0 0.0 0.42
H -0.938 -0.718 5.953 -0.2 0.0 0.4 0.77
H -0.581 0.449 4.758 -0.3 0.3 -0.2 0.20
H -3.520 -0.537 3.313 -0.4 -0.3 0.0 0.35
H -1.827 -0.603 3.205 0.7 -0.1 0.4 -0.32
H -3.296 -2.954 3.827 0.5 0.2 -0.3 0.14
H -1.858 -2.646 4.814 -0.1 -0.1 0.3 0.08
H -4.851 -1.961 5.250 0.1 -0.8 0.0 0.30
H -3.673 -2.776 6.410 -0.5 0.2 0.0 0.41
H -4.481 0.000 6.255 0.1 0.0 0.0 0.45
H -3.062 -0.578 7.133 0.2 0.3 -0.2 0.31
H -3.130 2.099 5.669 0.1 0.4 -0.2 0.50
H -4.193 1.553 4.397 0.0 -0.4 -0.1 0.57
H -2.301 1.503 2.722 0.1 0.0 0.1 -0.56
H -1.215 2.306 3.859 -0.1 -0.4 0.2 -0.03
H -2.775 4.331 3.961 0.7 -0.1 0.1 0.40
H -3.935 3.489 3.078 -0.1 -0.3 -0.2 0.43
H -2.452 3.826 2.246 0.2 0.3 0.2 0.29
C -5.257 1.201 -2.847 0.6 0.4 0.7 -1.47
C -4.481 -0.110 -3.089 0.9 0.7 -0.1 0.34
C -4.394 -1.083 -1.897 -0.6 -1.5 -0.8 -0.47
C -3.647 -2.407 -2.272 -1.1 -0.2 0.4 -1.03
N -3.282 -3.367 -1.110 0.7 1.9 0.0 1.50
C -4.395 -3.591 -0.060 0.1 -0.9 -0.6 -1.13
C -3.888 -2.964 1.244 0.3 -0.5 -0.4 -0.30
C -2.357 -3.134 1.150 -0.3 0.4 -0.4 0.53
C -2.173 -2.705 -0.309 1.8 -0.8 0.1 0.48
C -2.702 -4.599 -1.812 -0.5 -1.5 -0.9 -0.27
C -3.689 -5.418 -2.671 -0.1 -0.9 -0.7 -0.37
C -3.129 -6.738 -3.316 0.5 0.1 0.2 -1.53
H -5.165 1.912 -3.668 -0.5 -0.5 -0.5 0.41
H -4.788 1.824 -2.086 0.3 -0.4 0.5 0.17
H -6.287 1.131 -2.496 -0.1 -0.4 -0.5 0.45
H -3.469 0.146 -3.405 0.3 0.2 0.2 -0.68
H -4.843 -0.612 -3.986 -0.4 -0.3 0.2 0.61
H -5.440 -1.385 -1.841 -0.2 0.0 0.9 0.45
H -4.040 -0.709 -0.937 0.0 0.6 -0.2 0.05
H -2.736 -2.274 -2.856 -0.1 0.0 0.1 -0.21
H -4.334 -3.065 -2.804 0.1 0.5 -0.6 1.02
H -4.508 -4.674 -0.027 0.1 0.0 0.4 0.45
H -5.364 -3.218 -0.391 0.3 0.3 -0.2 0.36
H -4.357 -3.406 2.123 -0.1 -0.1 -0.2 0.75
H -4.127 -1.901 1.204 0.0 0.1 0.2 0.14
H -1.964 -4.135 1.328 -0.6 -0.4 -0.2 0.22
H -1.787 -2.537 1.862 -0.1 0.5 -0.3 -0.46
H -1.243 -3.056 -0.757 0.0 -0.2 0.1 -1.02
H -2.052 -1.628 -0.418 -1.0 0.1 -0.1 0.21
H -2.309 -5.341 -1.118 0.1 0.5 0.7 0.64
H -1.895 -4.301 -2.481 0.0 0.5 0.2 -0.44
H -4.040 -4.911 -3.570 -0.2 0.6 0.4 0.23
H -4.516 -5.739 -2.037 -0.3 0.2 -0.1 0.32
H -2.399 -6.604 -4.114 0.4 0.6 0.3 0.32
H -3.886 -7.288 -3.875 -0.6 0.2 0.5 0.42
H -2.703 -7.429 -2.588 0.0 0.0 0.1 0.41
C 5.548 -4.773 0.108 0.1 -1.1 0.8 -1.42
C 5.506 -4.088 1.521 -0.5 1.6 -1.3 -0.67
C 4.186 -3.434 1.983 -1.4 -1.2 0.0 0.38
C 3.200 -4.523 2.448 0.8 0.4 0.2 -1.62
N 1.716 -4.257 2.302 -1.5 0.5 0.2 0.95
C 0.972 -5.369 3.044 -1.1 0.9 0.3 -0.42
C 0.910 -4.930 4.574 1.1 -1.0 -0.4 -1.00
C 1.283 -3.441 4.621 -0.7 0.0 -1.1 -0.23
C 1.233 -3.043 3.141 1.0 0.3 0.7 0.53
C 1.228 -4.017 0.810 1.0 -1.1 0.6 0.56
C 1.727 -5.150 -0.103 0.4 0.8 0.0 -0.21
C 1.173 -4.951 -1.529 -0.4 0.3 1.6 -0.92
H 6.597 -4.941 -0.134 0.0 0.0 0.0 0.41
H 5.089 -4.425 -0.817 -0.2 1.2 0.5 0.30
H 5.121 -5.775 0.154 0.1 -0.3 0.3 0.53
H 6.136 -3.200 1.470 0.6 -0.3 0.0 0.41
H 5.901 -4.758 2.285 0.0 0.0 -0.1 0.32
H 3.660 -2.922 1.177 0.6 0.4 -0.2 -0.18
H 4.305 -2.773 2.841 0.4 0.3 -0.3 0.26
H 3.381 -4.669 3.513 -0.3 -0.3 0.0 0.77
H 3.515 -5.429 1.929 -0.9 -0.2 0.0 0.65
H -0.030 -5.261 2.630 -0.2 -0.1 0.2 0.11
H 1.248 -6.391 2.786 0.7 0.3 0.2 0.47
H -0.056 -5.241 4.971 -0.1 0.5 -0.1 0.47
H 1.630 -5.442 5.213 0.1 -0.4 -0.4 0.32
H 0.511 -2.853 5.117 0.2 0.0 0.2 0.02
H 2.251 -3.191 5.055 -0.1 -0.4 0.2 0.44
H 0.188 -2.781 2.975 0.2 -0.3 -1.1 -0.95
H 1.856 -2.167 2.960 -0.1 -0.1 -0.5 0.40
H 1.562 -3.007 0.574 0.5 -0.2 -0.2 0.00
H 0.146 -3.950 0.695 -0.1 -0.3 1.0 -0.56
H 1.503 -6.132 0.313 -0.4 0.0 0.1 0.49
H 2.816 -5.116 -0.112 0.1 0.1 -0.3 -0.36
H 1.491 -5.773 -2.170 0.0 0.7 -0.4 0.64
H 1.388 -3.917 -1.796 0.6 -0.4 -0.9 0.12
H 0.086 -4.910 -1.469 -0.2 -0.5 -0.1 -0.19
C 0.305 0.260 0.440 -0.3 -0.7 4.4 0.86
O 1.729 0.412 0.078 -2.7 0.7 0.2 0.82
O 0.122 0.150 1.869 0.4 1.2 -3.3 -0.66
C -0.733 1.306 -0.263 -0.4 -1.3 0.8 -0.30
F -0.682 2.613 -0.007 0.8 0.0 0.6 -0.15
F -0.723 1.161 -1.565 1.4 0.1 -2.6 0.05
F -2.043 0.968 -0.049 -0.2 -0.5 1.7 -0.17
C 2.010 -0.053 -1.224 2.3 0.0 -0.1 1.08
C 3.521 0.145 -1.325 -0.1 0.3 -0.4 -1.72
H 3.778 1.204 -1.327 0.0 0.1 -0.2 0.24
H 4.016 -0.274 -0.449 -0.1 -0.3 0.0 0.19
H 3.890 -0.338 -2.229 0.2 0.2 0.0 0.59
H 1.519 0.460 -2.052 -0.3 0.2 0.2 -0.50
H 1.908 -1.127 -1.377 -0.8 -0.2 0.4 -0.35
H 0.053 -0.749 0.113 -0.5 0.0 -1.2 -1.02
C 6.745 -1.628 -1.922 1.2 -0.6 0.3 0.73
F 6.436 -0.407 -2.291 0.2 0.5 0.2 -0.21
F 6.991 -1.678 -0.581 -0.2 0.1 -1.2 -0.22
F 5.705 -2.406 -2.191 0.4 -0.2 -0.1 -0.17
S 8.362 -2.122 -2.891 0.9 1.0 2.0 1.13
O 8.555 -3.568 -2.684 0.0 0.5 0.3 -0.35
O 8.040 -1.934 -4.269 -0.2 0.3 -0.8 -0.42
O 9.451 -1.295 -2.330 -2.1 -1.6 -0.8 -0.43
C -0.059 -1.727 -4.018 -1.1 -4.0 -1.7 0.11
F -0.024 -2.113 -2.716 -0.5 0.5 0.2 0.21
F -0.911 -0.731 -4.181 -0.3 1.1 0.4 -0.18
F 1.151 -1.395 -4.343 1.4 1.3 -0.2 -0.27
S -0.571 -3.266 -5.173 -0.1 0.3 -0.2 1.15
O 0.314 -4.285 -4.640 -0.6 0.3 0.3 -0.66
O -2.010 -3.420 -4.891 1.1 0.2 0.4 -0.61
O -0.274 -2.868 -6.542 -0.2 0.5 1.2 -0.66
```
Positions in Å, forces in eV/Å.

Results
Total charge: +3
⟨S²⟩: 0.766
HOMO energy (spin up / spin down): -13.60 / -13.60 eV
Spin multiplicity: 2
Max |F|: 4.5 eV/A
Orbital gap (spin up / spin down): 8.315 / 4.459 eV



C6H7NO as an isolated structure at a distorted geometry. Source: OMol25; level of theory: wB97M-V/def2-TZVPD.

The geometry in XYZ format:
```
15
Properties=species:S:1:pos:R:3:forces:R:3:nbo_charge:R:1
C -1.955 0.746 0.076 -3.5 1.9 -0.9 -0.62
C -0.686 -0.041 0.297 -7.5 -1.3 -7.0 -0.10
C -0.325 -0.663 -0.846 3.6 -2.1 0.6 -0.16
C 1.173 -0.979 -0.632 -0.3 1.4 -2.0 -0.18
C 0.454 0.034 0.980 3.9 4.4 8.0 -0.19
C 1.403 0.711 -0.120 5.7 2.7 -1.2 0.57
H -2.298 0.905 -1.196 1.5 -0.7 4.0 0.23
H -3.199 0.196 0.513 4.2 2.0 -0.7 0.23
H -1.664 1.861 0.416 -1.6 -2.3 -0.4 0.23
H -0.701 -0.915 -1.786 -1.3 0.2 -1.0 0.22
H 1.923 -1.459 -1.497 -2.2 0.9 2.9 0.25
H 2.035 -1.276 1.145 3.4 0.3 2.0 0.38
H 0.407 0.429 2.065 0.2 -0.3 -1.7 0.23
N 1.153 -1.140 0.840 -1.7 -3.4 -3.2 -0.55
O 2.281 1.591 -0.256 -4.4 -3.6 0.7 -0.54
```
Positions in Å, forces in eV/Å.

Results
HOMO energy: -9.03 eV
Energy above the lowest of the compared OMol25 structures with the same formula, charge and spin: 157.30 kcal/mol
Max |F|: 10.3 eV/A
Orbital gap: 9.853 eV



An isolated ion of composition C8H18N2 and charge +2 at a distorted geometry. Source: OMol25; level of theory: wB97M-V/def2-TZVPD.

The geometry in XYZ format:
```
28
Properties=species:S:1:pos:R:3:forces:R:3:nbo_charge:R:1
C -1.296 -0.790 2.365 0.4 -1.2 1.2 -0.43
N -0.695 -0.344 1.077 2.3 2.2 0.9 -0.20
C -1.607 -0.109 -0.042 1.4 -0.3 -1.7 -0.23
C -0.841 0.471 -1.319 -0.8 1.0 -0.4 -0.24
N 0.607 0.378 -1.138 2.1 -0.6 2.4 -0.21
C 1.421 0.654 -2.393 -1.5 -1.5 -1.8 -0.42
C 0.944 -1.071 -0.678 0.0 1.1 0.0 -0.23
C 0.383 -1.351 0.712 -1.0 -0.8 -0.3 -0.27
C 0.943 1.335 0.041 1.4 -2.2 1.7 -0.25
C -0.020 1.045 1.248 1.8 -0.7 1.4 -0.24
H -0.445 -1.048 3.061 -0.9 0.5 -0.7 0.25
H -1.886 -1.721 2.264 0.3 0.5 -0.4 0.26
H -1.910 -0.040 2.835 -0.2 0.4 -0.2 0.26
H -1.904 -1.094 -0.268 -1.3 -0.9 -0.7 0.24
H -2.380 0.556 0.238 -1.0 0.4 0.4 0.27
H -1.084 -0.181 -2.183 -0.2 0.8 0.3 0.26
H -0.989 1.603 -1.548 -0.5 -2.1 0.4 0.27
H 1.640 -0.414 -2.921 -0.1 2.8 1.4 0.27
H 0.733 1.207 -3.099 1.0 -0.4 0.7 0.26
H 2.256 1.287 -2.103 0.3 -0.4 -0.3 0.26
H 0.444 -1.637 -1.441 -0.1 -0.7 -0.2 0.24
H 2.025 -1.261 -0.727 -0.4 0.3 0.0 0.28
H 1.102 -1.549 1.509 0.1 1.1 0.0 0.28
H -0.127 -2.317 0.702 -0.2 0.0 -0.3 0.26
H 1.996 1.167 0.498 -1.4 0.1 -1.6 0.27
H 0.850 2.348 -0.254 -0.1 0.9 -0.6 0.26
H 0.568 1.022 2.251 -0.9 0.0 -1.8 0.27
H -0.727 1.855 1.313 -0.8 -0.2 0.2 0.26
```
Positions in Å, forces in eV/Å.

Results
Total charge: +2
HOMO energy: -20.78 eV
Energy above the lowest of the compared OMol25 structures with the same formula, charge and spin: 40.62 kcal/mol
SMILES: C[N@+]12CC[N@+](C)(CC1)CC2
Max |F|: 3.3 eV/A
Orbital gap: 14.322 eV



Question: Which of these has the highest max |F|?
Answer: C6H7NO



Question: Look up the max |F| of the third one.
Answer: 3.3 eV/A



Question: The lowest max |F| belongs to which entry?
Answer: C8H18N2



Please write out number 2 again, unchanged.
C6H7NO as an isolated structure at a distorted geometry. Source: OMol25; level of theory: wB97M-V/def2-TZVPD.

The geometry in XYZ format:
```
15
Properties=species:S:1:pos:R:3:forces:R:3:nbo_charge:R:1
C -1.955 0.746 0.076 -3.5 1.9 -0.9 -0.62
C -0.686 -0.041 0.297 -7.5 -1.3 -7.0 -0.10
C -0.325 -0.663 -0.846 3.6 -2.1 0.6 -0.16
C 1.173 -0.979 -0.632 -0.3 1.4 -2.0 -0.18
C 0.454 0.034 0.980 3.9 4.4 8.0 -0.19
C 1.403 0.711 -0.120 5.7 2.7 -1.2 0.57
H -2.298 0.905 -1.196 1.5 -0.7 4.0 0.23
H -3.199 0.196 0.513 4.2 2.0 -0.7 0.23
H -1.664 1.861 0.416 -1.6 -2.3 -0.4 0.23
H -0.701 -0.915 -1.786 -1.3 0.2 -1.0 0.22
H 1.923 -1.459 -1.497 -2.2 0.9 2.9 0.25
H 2.035 -1.276 1.145 3.4 0.3 2.0 0.38
H 0.407 0.429 2.065 0.2 -0.3 -1.7 0.23
N 1.153 -1.140 0.840 -1.7 -3.4 -3.2 -0.55
O 2.281 1.591 -0.256 -4.4 -3.6 0.7 -0.54
```
Positions in Å, forces in eV/Å.

Results
HOMO energy: -9.03 eV
Energy above the lowest of the compared OMol25 structures with the same formula, charge and spin: 157.30 kcal/mol
Max |F|: 10.3 eV/A
Orbital gap: 9.853 eV